[1]
The following is a DFT calculation (wB97M-V/def2-TZVPD) of a molecular structure, C3H6ClIO.

Last column: Löwdin charge in e.
CARTESIAN COORDINATES (ANGSTROEM)
1 H -0.119 -0.239 -2.842  0.219
2 C -0.115 0.313 0.784  -0.816
3 I -3.047 -0.518 0.644  0.799
4 Cl -0.804 1.917 0.441  0.605
5 H -0.798 -1.789 0.414  0.039
6 C -0.993 -0.780 0.811  -0.680
7 C 1.350 0.223 0.706  -0.131
8 H -0.642 0.143 -1.261  -0.054
9 H 1.548 -0.820 0.434  0.095
10 H 1.771 0.499 1.671  0.090
11 O 0.214 0.146 -1.740  -0.224
12 H 1.636 0.906 -0.062  0.057

Properties
E_HOMO ... -8.859 eV
Charge ... 0
Frontier orbital gap ... 9.30 eV
Energy above the lowest of the compared OMol25 structures with the same formula, charge and spin ... 46.5 kcal per mole

[2]
The following is a DFT calculation (wB97M-V/def2-TZVPD) of C21H24ClN3O2 in the gas phase.

Last column: Löwdin charge in e.
CARTESIAN COORDINATES (ANGSTROEM)
1 H 0.557 -2.289 1.047  0.114
2 H 2.456 -0.451 -2.337  0.128
3 H 0.075 -0.303 -0.421  0.109
4 C 0.735 0.125 -1.184  -0.110
5 C 0.535 3.075 0.396  -0.499
6 H -1.268 -0.207 -3.827  0.122
7 H -3.859 -3.363 -0.858  0.104
8 C -2.894 -3.118 -0.441  -0.079
9 H -0.183 -2.495 -3.830  0.120
10 C 0.243 2.417 2.757  -0.230
11 C -0.495 -3.004 -0.677  -0.219
12 C 1.760 -0.932 -1.639  -0.142
13 C 0.316 -1.629 -3.395  -0.146
14 H 1.301 3.982 3.761  0.118
15 H -0.665 0.640 1.977  0.108
16 O 1.730 2.865 0.414  0.065
17 C -0.231 1.768 -2.813  -0.441
18 C 0.491 0.220 3.719  -0.102
19 O -0.900 1.991 -3.808  0.046
20 H 0.584 -4.022 -2.213  0.124
21 H -1.441 -1.037 -2.257  0.115
22 H 0.280 -0.838 3.712  0.093
23 N -0.179 3.110 -0.750  0.079
24 C -0.729 -0.591 -2.960  -0.104
25 H 0.952 -1.175 -4.165  0.128
26 N 1.185 -2.064 -2.324  -0.167
27 H 2.230 2.511 5.501  0.106
28 C -2.800 -2.611 0.844  -0.085
29 C 1.302 0.754 4.708  -0.674
30 C 1.593 2.107 4.730  -0.095
31 H 1.274 0.962 -0.750  0.098
32 H 0.270 3.825 -2.665  0.131
33 C -1.556 -2.316 1.375  -0.086
34 C -0.412 -2.513 0.621  -0.062
35 C 1.065 2.929 3.751  -0.024
36 N -0.075 0.530 -2.311  -0.040
37 H -1.342 3.075 1.466  0.120
38 C -1.748 -3.315 -1.193  -0.061
39 H -3.692 -2.457 1.433  0.102
40 C -0.292 3.296 1.661  -0.052
41 H -0.197 4.346 1.942  0.128
42 H 1.587 -3.454 -0.870  0.124
43 H 2.328 -1.279 -0.776  0.124
44 H -1.828 -3.720 -2.192  0.114
45 H 1.493 2.773 -1.909  0.127
46 C 0.422 2.928 -2.054  -0.070
47 H -1.166 3.311 -0.734  0.150
48 C 0.747 -3.190 -1.520  -0.141
49 H -1.480 -1.937 2.384  0.092
50 Cl 1.956 -0.285 5.927  0.670
51 C -0.034 1.054 2.750  -0.029

Properties
E_HOMO ... -8.161 eV
Structure (SMILES) ... O=C(Cc1ccc(Cl)cc1)NCC(=O)N1CCN(Cc2ccccc2)CC1
Charge ... 0
Frontier orbital gap ... 8.71 eV
Energy above the lowest of the compared OMol25 structures with the same formula, charge and spin ... 22.0 kcal per mole

[3]
The following is a DFT calculation (wB97M-V/def2-TZVPD) of 2 unconnected molecules or ions with the total composition C14H15NO5S.

Last column: Löwdin charge in e.
CARTESIAN COORDINATES (ANGSTROEM)
1 H -2.969 -3.364 1.354  0.106
2 H -0.215 -1.645 -2.042  0.105
3 N 2.771 4.986 -1.121  0.058
4 C -2.863 -3.916 0.327  -0.257
5 H -1.502 -0.256 -2.073  0.109
6 C 1.313 3.025 -1.212  -0.056
7 H 3.077 5.978 -1.232  0.126
8 C 3.303 4.203 0.062  -0.262
9 C -1.582 -1.514 -0.171  -0.218
10 O 0.881 1.879 2.969  -0.043
11 H -1.658 -5.639 -0.598  0.067
12 O 0.694 5.232 -2.626  -0.123
13 H -2.903 -6.269 0.714  0.063
14 C 1.569 0.111 0.230  -0.480
15 H -1.062 -1.519 0.884  0.092
16 O 4.192 4.611 1.003  -0.125
17 H -2.548 -2.893 -1.709  0.107
18 H -1.236 -5.355 1.240  0.076
19 C 2.480 2.793 -0.084  -0.046
20 C -0.713 -0.805 -1.367  -0.222
21 C 0.369 0.321 -0.868  -0.152
22 C 0.258 1.826 -1.586  0.036
23 C -2.122 -5.408 0.473  -0.170
24 C 2.625 1.336 0.655  0.011
25 O -0.349 3.553 3.636  -0.067
26 S 1.829 -1.545 1.071  0.558
27 C -1.929 -3.057 -0.715  -0.251
28 H -0.930 -3.627 -1.024  0.105
29 H 1.308 -1.533 2.376  -0.131
30 H 3.479 1.202 1.465  0.107
31 O -0.007 3.011 1.550  -0.012
32 C 0.147 2.853 2.766  -1.128
33 H -3.932 -4.161 -0.148  0.101
34 H -2.653 -1.002 -0.047  0.121
35 H -0.595 2.027 -2.377  0.085
36 C 1.474 4.560 -1.776  -0.287

Properties
E_HOMO ... 0.990 eV
Charge ... -2
Frontier orbital gap ... 3.31 eV

[4]
The following is a DFT calculation (wB97M-V/def2-TZVPD) of a molecular structure, C31H30BrCaN3S.

Last column: Löwdin charge in e.
CARTESIAN COORDINATES (ANGSTROEM)
1 C -3.814 -1.434 2.063  -0.045
2 H 1.419 2.072 -3.842  0.038
3 C 0.393 -4.882 1.687  -0.053
4 H -2.273 3.456 1.244  0.089
5 H -4.648 0.018 -2.438  0.088
6 C 4.063 -3.130 0.571  -0.144
7 H 2.825 -5.628 2.505  0.109
8 H 0.600 3.363 -2.992  0.072
9 H 0.944 4.293 -0.451  0.088
10 C 4.686 2.950 -1.107  -0.073
11 C 4.043 -4.223 1.466  -0.088
12 H 2.019 3.722 -3.981  0.082
13 C 2.876 1.980 0.161  -0.259
14 H -0.815 4.536 -0.441  0.092
15 C 2.349 1.343 1.417  -0.034
16 C 2.040 2.190 -0.939  -0.257
17 H -5.916 -0.996 -0.550  0.115
18 H 1.614 1.981 1.917  0.080
19 N -1.640 0.608 -0.078  0.082
20 H -3.486 2.223 0.845  0.090
21 C -5.024 -0.908 0.059  -0.040
22 H -4.644 1.542 -1.554  0.085
23 H -1.715 -4.881 1.423  0.098
24 N 0.694 1.712 -0.816  0.079
25 C -4.955 -1.550 1.283  -0.073
26 C -0.759 -3.287 0.301  -0.172
27 H 1.856 0.391 1.204  0.058
28 C -1.624 -0.846 -3.430  -1.041
29 C 2.880 -2.646 0.104  -0.550
30 H 5.003 -2.697 0.257  0.093
31 H -5.792 -2.143 1.630  0.103
32 N -2.011 -1.743 -2.788  0.031
33 C 1.623 -4.278 1.330  -0.177
34 H 4.978 -4.615 1.843  0.101
35 H 4.205 3.614 -3.087  0.112
36 C -2.724 -0.700 1.621  -0.220
37 C -1.476 -0.575 2.449  -0.030
38 C -2.639 2.788 0.464  0.004
39 H 5.725 3.246 -1.177  0.104
40 H -3.132 0.860 -2.157  0.031
41 H -1.542 -1.202 3.337  0.083
42 H 4.869 2.204 0.896  0.113
43 C -1.550 1.874 -0.008  -0.243
44 C -2.818 -0.069 0.376  -0.218
45 H 0.402 -5.732 2.360  0.106
46 C 1.583 3.000 -3.292  -0.044
47 C 0.389 -2.613 -0.070  -0.241
48 C 4.206 2.368 0.055  -0.049
49 C -0.775 -4.405 1.168  -0.086
50 H -1.313 0.456 2.775  0.080
51 C 2.495 2.778 -2.117  -0.218
52 C -3.962 -0.141 -0.415  -0.218
53 H -0.594 -0.887 1.884  0.058
54 H -3.757 -1.933 3.024  0.112
55 H 3.158 1.154 2.121  0.085
56 C 3.833 3.154 -2.179  -0.043
57 H -2.978 3.411 -0.367  0.102
58 C -4.093 0.610 -1.711  -0.044
59 C 2.851 -4.780 1.829  -0.043
60 Br 2.997 -1.179 -1.154  0.818
61 Ca 0.031 -0.680 -1.475  1.062
62 C 0.004 3.938 -0.039  0.003
63 S -0.874 0.485 -4.071  0.498
64 H 0.019 4.094 1.042  0.101
65 H -1.723 -2.954 -0.080  0.073
66 C -0.204 2.487 -0.353  -0.249
67 C 1.600 -3.162 0.446  -0.263

Properties
E_HOMO ... -7.582 eV
Charge ... 0
Frontier orbital gap ... 6.85 eV
Energy above the lowest of the compared OMol25 structures with the same formula, charge and spin ... 4.9 kcal per mole